No. 1
ORCA calculation (the ωB97M-V functional and the def2-TZVPD basis) on a 2-piece molecular cluster, C27H32BF3O2S overall in a non-equilibrium geometry.

Values from the calculation:
E_LUMO = 0.0029 Eh
structure (SMILES) = CC(C)(B1OC(C)(C)C(C)(C)O1)c1ccccc1.Cc1ccc(-c2ccc(C(F)(F)F)cc2)s1
HOMO energy = -0.2923 hartree

```
66
Properties=species:S:1:pos:R:3:forces:R:3
H -1.565 -0.304 2.582 0.091 -0.119 -0.280
C 4.201 -4.543 2.138 0.501 -0.106 -0.240
C 2.462 -4.291 4.008 0.175 0.398 -0.600
C -0.933 -3.404 2.889 -1.004 0.123 0.063
C 4.490 3.587 2.693 0.075 0.352 -0.217
H 5.175 3.022 -0.123 -0.166 0.107 0.011
C -1.206 -1.106 -0.703 -0.140 0.024 -0.006
C -3.136 -3.256 3.896 0.437 0.064 0.146
H -1.807 -1.317 -1.593 0.221 0.060 0.316
C 4.160 2.123 2.486 0.171 0.449 0.160
C 2.868 -4.211 2.682 -1.478 -0.504 1.060
H 5.382 1.688 4.196 -0.070 -0.155 -0.324
F -5.636 -3.044 1.506 0.126 -0.628 0.775
C 0.511 -3.389 3.042 1.002 -2.439 0.471
C -1.825 -0.798 0.506 0.174 0.036 0.071
C 1.135 -3.826 4.220 -0.066 0.367 -1.242
C 5.266 1.323 3.165 0.234 -0.230 -0.012
H 1.051 0.870 4.674 -0.048 -0.293 -0.193
C 1.192 -0.211 2.779 0.328 4.965 -0.759
O 2.429 1.457 0.956 0.392 0.127 0.596
H 5.659 0.680 0.473 -0.286 -0.201 0.000
H 4.295 -4.170 1.112 0.151 -0.134 0.199
H 0.629 -3.789 5.182 0.184 -0.166 -0.214
C -2.902 -3.949 1.583 0.177 -0.016 0.084
H 5.446 3.824 2.213 -0.172 0.099 0.008
H 4.361 -5.631 2.136 0.036 0.273 -0.067
H 4.978 -4.080 2.762 -0.104 -0.145 -0.254
H 2.830 -1.590 2.373 -0.094 0.231 0.138
H 4.404 -0.400 1.162 0.047 0.350 -0.232
H -0.890 -4.070 0.833 -0.274 0.101 0.196
H 3.115 -4.671 4.793 -0.121 0.273 -0.143
C -1.527 -3.825 1.685 0.060 0.074 0.265
H -2.913 -0.793 0.591 0.268 0.034 -0.094
C 0.189 -1.130 -0.767 -0.001 0.000 0.285
H -0.095 -0.477 4.525 -0.090 0.104 0.020
H 6.213 1.504 2.635 -0.188 -0.150 0.193
C 3.852 1.727 0.975 0.041 0.156 -0.297
C -1.059 -0.529 1.644 0.067 -0.034 -0.201
H -3.756 -3.051 4.764 0.035 -0.022 -0.250
C 0.343 -0.563 1.597 -0.400 -0.283 -0.102
H -0.360 1.056 3.637 0.183 -0.308 0.179
H 0.699 -1.367 -1.701 -0.152 0.089 0.166
H -3.356 -4.273 0.647 0.069 0.105 0.249
H 4.243 0.227 -0.511 0.098 0.024 0.383
H 2.028 -0.825 0.293 -0.281 -0.180 0.027
H 3.814 2.401 -1.056 -0.056 0.082 0.243
C 4.104 2.790 -0.074 0.270 0.445 0.002
C 2.363 -1.038 3.194 0.830 -0.500 0.456
C 4.579 0.471 0.510 0.144 -0.321 0.010
H 3.706 4.235 2.288 0.178 -0.064 0.119
H 4.604 3.780 3.765 -0.140 -0.010 -0.180
H 5.074 0.241 3.203 0.068 0.405 -0.097
C 0.943 -0.854 0.372 -0.051 -0.188 -0.490
B 2.085 1.293 2.266 -0.804 -3.075 0.707
H 2.059 -1.757 3.951 0.104 0.006 -0.113
C 0.400 0.332 3.970 -0.188 -0.170 0.370
H -1.308 -2.815 4.942 -0.174 0.003 -0.317
C -3.691 -3.669 2.696 -0.532 0.118 0.012
H 3.134 -0.426 3.682 -0.256 -0.097 -0.173
F -5.842 -3.315 3.680 0.424 -0.428 -0.887
O 2.925 1.861 3.194 -0.210 -0.198 -0.700
H 3.540 3.707 0.126 0.139 -0.180 -0.073
S 1.543 -3.769 1.661 0.239 0.420 1.195
F -5.595 -5.070 2.371 0.183 1.043 0.136
C -5.184 -3.776 2.576 -0.572 -0.035 -0.222
C -1.758 -3.116 3.994 0.197 -0.128 -0.337
```
Forces are in eV/Å.

No. 2
ORCA calculation (the ωB97M-V functional and the def2-TZVPD basis) on C27H32BF5N6OPRbS2Te as an isolated structure in a non-equilibrium geometry.

Values from the calculation:
E_LUMO = 0.1425 Eh
total charge = -2
HOMO energy = -0.1000 hartree

```
77
Properties=species:S:1:pos:R:3:forces:R:3
H -1.041 3.198 3.515 -0.002 0.001 0.002
S 0.467 -1.276 -5.621 0.014 0.011 0.001
C -0.528 2.250 3.545 0.007 -0.024 -0.049
C -1.016 1.292 -4.625 -0.007 0.000 0.050
C 2.480 -3.620 4.221 -0.027 0.001 0.010
H 0.214 1.323 -6.363 0.005 0.001 0.005
N 1.006 0.678 3.357 0.001 -0.067 -0.075
H 6.207 1.384 2.270 -0.002 0.002 -0.001
C -3.547 -1.226 -3.896 0.067 -0.010 0.024
H 3.356 -1.009 6.065 -0.001 0.000 -0.001
H 2.803 -4.489 4.774 -0.003 0.001 0.000
H 4.893 1.992 3.285 -0.006 -0.011 0.007
H -2.258 1.562 -2.896 -0.013 -0.029 0.013
H 4.164 -2.585 6.080 -0.003 -0.002 0.000
C 4.294 0.704 1.666 -0.013 0.004 0.006
N 2.220 -1.550 3.517 -0.001 0.005 0.038
C -2.457 0.633 4.251 -0.008 0.011 0.030
P -0.852 -0.523 -4.344 -0.080 -0.015 -0.020
H -5.608 -1.683 -3.537 0.009 0.000 0.014
C -1.330 4.034 -5.020 -0.003 0.007 0.007
F -4.801 -0.552 2.204 0.022 -0.001 0.002
H 3.722 -0.555 -2.174 -0.009 -0.003 -0.006
H 2.806 0.949 -2.207 0.018 0.020 0.008
H 2.718 2.905 3.538 0.002 0.001 -0.005
C 4.477 0.716 0.300 -0.002 -0.003 -0.002
H 1.106 -4.786 1.450 -0.001 0.002 -0.001
H 2.254 2.745 1.847 -0.005 0.006 -0.002
C 2.929 0.004 -1.673 -0.027 0.018 -0.002
H 5.361 1.027 -0.235 0.003 -0.002 0.003
F -5.522 1.391 0.594 0.010 -0.027 -0.008
H -0.260 -4.478 2.516 0.000 -0.002 -0.001
F -4.121 0.312 -1.359 -0.017 0.076 0.096
H 1.000 -5.616 3.008 0.000 0.001 -0.001
O -2.840 0.919 0.987 -0.797 0.432 0.003
C -2.853 -1.216 -6.194 0.008 -0.003 -0.015
H 1.486 3.981 2.858 -0.003 0.001 0.007
F -3.344 -1.651 0.303 -0.049 0.085 -0.025
Te -4.268 -0.007 0.482 -0.466 0.040 0.012
H -2.063 -1.099 -6.927 0.002 0.000 0.002
S -0.659 -0.809 -2.392 0.031 -0.109 -0.035
H -6.146 -1.974 -5.940 -0.001 -0.003 -0.002
C 3.823 -1.771 5.440 -0.003 -0.003 0.002
C -4.141 -1.547 -6.587 -0.010 -0.003 0.004
C 2.868 -2.312 4.425 0.009 0.014 -0.011
C 0.814 -4.671 2.495 0.010 -0.005 -0.007
H 3.113 0.411 4.124 0.004 -0.009 0.003
H -1.448 5.101 -5.170 0.000 -0.001 0.001
H -2.558 3.981 -3.255 -0.002 0.006 -0.005
C 0.796 2.008 3.241 0.015 -0.008 -0.045
C 3.268 0.224 -0.236 0.047 -0.030 0.015
H 5.429 0.329 3.458 0.007 -0.008 -0.001
H -2.657 0.954 5.278 0.000 0.000 0.000
C -0.549 3.289 -5.891 0.000 -0.007 -0.004
N 1.422 -2.312 2.736 -0.007 0.018 -0.118
H -3.186 1.103 3.594 0.001 -0.005 -0.010
N 2.418 -0.062 0.738 -0.046 0.225 0.046
C 1.570 -3.557 3.147 -0.045 -0.022 0.008
H -2.601 -0.446 4.200 -0.001 0.001 -0.003
H 4.698 -1.317 4.972 -0.001 0.002 0.004
C -1.954 3.407 -3.947 0.002 -0.001 -0.007
C -2.548 -1.049 -4.845 0.009 -0.004 -0.061
H -0.052 3.773 -6.725 -0.002 0.000 0.000
C -0.396 1.921 -5.696 -0.013 0.008 -0.009
C -4.839 -1.557 -4.289 -0.012 0.005 0.004
C -1.794 2.045 -3.747 0.015 0.039 -0.023
C 1.874 2.962 2.846 -0.009 -0.002 -0.007
H -4.368 -1.676 -7.640 0.002 -0.002 -0.004
Rb -0.738 -0.489 0.938 1.338 -0.643 -0.206
N -0.135 0.045 3.724 0.007 0.096 0.405
B 2.381 -0.040 3.272 -0.007 0.046 0.011
F -5.746 -1.035 -0.048 0.003 0.020 0.000
C -1.064 0.983 3.844 0.009 0.060 0.067
H -3.305 -1.099 -2.849 -0.013 -0.060 -0.102
N 3.046 0.243 1.906 0.032 -0.132 -0.027
H 1.996 -0.543 -1.780 0.001 -0.017 0.002
C -5.138 -1.717 -5.634 0.011 0.005 -0.004
C 5.254 1.123 2.732 -0.003 0.002 -0.004
```
Forces are in eV/Å.

No. 3
ORCA calculation (the ωB97M-V functional and the def2-TZVPD basis) on C27H32Br3N3O12 as an isolated structure in a non-equilibrium geometry.

Values from the calculation:
E_LUMO (alpha / beta) = -0.1604 / -0.3368 Eh
total charge = +1
2S+1 = 2
HOMO energy (alpha / beta) = -0.4468 / -0.4448 hartree

```
77
Properties=species:S:1:pos:R:3:forces:R:3
Br 2.361 21.551 7.681 -1.457 0.728 1.185
H -3.918 20.984 13.587 -0.694 0.202 -0.131
O 1.767 18.629 9.588 1.694 -0.718 0.158
H -2.798 17.097 12.547 -0.037 -0.155 0.066
N -2.693 22.311 11.597 0.657 0.382 -1.091
H 4.326 18.137 6.284 -0.618 -0.353 0.182
C -2.856 24.252 7.159 -1.170 -0.400 -2.357
C 1.003 23.893 4.874 0.246 0.572 -0.205
Br -0.024 23.606 8.511 1.014 -1.214 -0.233
H 3.487 25.768 3.465 -0.484 0.353 -0.460
O 0.101 26.397 5.415 0.041 -0.830 -0.180
C -2.057 18.587 11.279 -0.108 1.421 -1.335
H -1.400 17.930 10.729 -0.139 -0.080 -0.110
H 4.413 19.036 4.872 0.299 1.059 0.234
H 1.235 21.734 5.078 -0.402 0.230 -0.037
H -1.184 20.592 1.494 1.145 0.128 -0.153
C 3.847 14.680 11.327 -1.977 0.690 0.555
O -5.143 22.630 9.354 1.188 1.453 -0.676
C 2.493 18.367 5.103 -0.215 -2.222 0.440
H -6.238 20.881 9.110 0.224 0.034 -0.130
C -3.632 18.986 13.086 0.536 -1.827 -0.336
C -3.612 20.293 12.816 0.794 3.735 0.313
O 0.217 19.951 2.941 0.565 0.105 0.321
H 4.231 23.506 2.722 0.454 0.055 0.514
C 3.899 15.863 10.568 1.276 -0.718 0.988
C 2.870 24.911 3.692 0.731 -0.134 -0.178
N 2.810 17.968 9.693 1.639 -0.341 -0.977
H 0.714 17.003 11.164 0.205 0.164 -0.466
O -3.971 21.505 7.710 -0.577 3.698 1.901
H 3.209 21.599 3.987 0.219 -0.157 -0.314
N 1.004 26.352 4.588 0.138 1.350 0.690
O -3.255 23.150 12.261 -0.238 -1.197 0.228
C 2.806 22.598 4.050 1.065 -2.363 -0.803
H -5.077 20.842 10.456 0.510 0.022 -0.531
C -2.152 19.930 10.911 -0.543 1.834 1.167
C -2.885 20.844 11.760 0.954 -2.138 -0.853
H 3.629 19.723 6.423 0.184 0.156 -0.455
O 1.401 27.369 4.044 0.410 -1.208 -0.357
C 2.808 16.707 10.510 -2.089 0.449 0.025
Br -0.669 20.827 6.999 0.356 0.519 0.904
H 2.573 13.430 12.527 -0.075 0.097 0.320
O 0.256 17.750 3.585 0.968 2.254 0.318
O -1.876 22.623 10.714 -0.335 -0.358 0.294
H -1.643 20.336 10.049 0.100 -0.108 0.051
H -3.231 25.122 5.133 0.338 0.112 0.133
H -4.138 18.678 13.989 -0.030 -0.463 -0.174
C 0.720 18.888 3.600 -0.787 -1.637 -0.640
H 0.376 21.191 9.290 0.110 0.265 -0.131
H -6.517 21.667 10.639 -0.010 1.147 -0.364
H 2.745 17.462 4.552 0.258 0.155 -0.550
C -5.754 21.477 9.884 -0.465 -1.796 0.128
C -3.749 25.032 6.088 0.974 0.014 0.050
C 0.477 21.685 8.323 0.205 -0.332 -1.170
C 1.547 15.173 11.853 -1.142 1.374 -0.010
H 4.879 16.147 10.213 -0.216 0.184 -0.575
C 3.447 23.629 3.455 -1.225 2.274 0.012
O 3.896 18.199 9.103 -2.687 0.192 1.142
H 4.662 13.982 11.452 0.286 0.322 -0.271
C 1.613 22.671 4.696 -0.851 0.529 0.798
H -0.823 18.817 1.539 -0.040 0.177 0.017
C -0.927 19.735 2.116 -1.102 -0.375 0.196
H -4.682 24.533 5.828 0.148 -0.574 0.510
C -2.846 18.144 12.287 -0.799 -1.316 1.784
C 3.762 18.890 5.734 0.162 -0.156 -0.915
C -4.251 22.551 8.345 0.989 -1.708 -1.498
O -3.692 23.835 8.156 -2.912 -2.510 3.121
C 1.589 16.371 11.123 1.000 -0.624 0.472
H 1.817 17.898 5.817 -0.566 0.793 0.310
H -2.095 24.848 7.663 0.037 0.584 -0.277
H 0.614 14.924 12.337 -0.059 -0.098 0.067
H -4.047 26.034 6.397 0.324 -0.064 0.315
H -1.832 19.701 2.724 0.097 -0.625 0.385
C 2.635 14.380 12.017 2.046 -0.844 -1.464
H 0.100 23.974 5.460 -0.160 0.225 -0.291
C 1.656 25.036 4.346 -0.316 -0.907 0.459
O 1.844 19.292 4.225 -0.241 0.466 0.346
H -2.392 23.373 6.713 0.178 0.051 -0.397
```
Forces are in eV/Å.

Computed ΔE to the lowest compared entry with this formula, charge and spin (kcal per mole) in order:
20.5, 10.8, 0.0
Computed molecular weight (g mol⁻¹) in order:
488.424, 870.572, 830.274
Computed electronic energy (Ha) in order:
-1921.24422, -3406.21055, -9836.51735